# C47H38BrCl3MnN4O6

C47H38BrCl3MnN4O6 as an isolated structure (ωB97M-V/def2-TZVPD, OMol25).

Element x y z (Å)
Mn  -1.07130  0.14193  -0.28578
C  6.64165  -1.37282  1.01711
O  5.40029  -0.70058  0.88167
C  5.26508  0.50116  1.50380
C  6.23328  1.10576  2.28854
C  5.98073  2.34837  2.86338
C  4.78102  2.99549  2.63693
C  3.81570  2.40067  1.83223
C  4.03630  1.14434  1.28925
N  3.09991  0.49120  0.46736
C  1.74908  0.46569  0.62359
N  1.28362  0.85308  1.82611
C  0.03562  0.56415  2.38487
C  -1.09207  0.16112  1.69941
C  -2.25592  -0.16260  2.38079
C  -2.29832  -0.06583  3.76124
C  -1.18035  0.35960  4.46612
C  -0.02305  0.66092  3.78273
O  1.12541  1.08322  4.42315
C  1.70465  0.10294  5.28294
N  0.96173  0.02164  -0.32059
C  1.56840  -0.31798  -1.57231
C  1.51464  -1.61273  -2.05707
C  2.00818  -1.92175  -3.31858
C  2.57173  -0.92343  -4.09098
C  2.65920  0.38004  -3.61343
C  2.15891  0.69295  -2.35668
O  2.19156  1.92940  -1.80771
C  2.77779  2.97963  -2.56041
H  6.55458  -2.28429  0.43343
H  6.83895  -1.62741  2.06092
H  7.46188  -0.76578  0.62753
H  7.18038  0.61702  2.46376
H  6.73968  2.80833  3.48201
H  4.59099  3.96971  3.06557
H  2.89009  2.91996  1.61339
H  3.46263  -0.04422  -0.30736
H  1.97166  1.10417  2.52290
H  -3.12827  -0.48005  1.83116
H  -3.21208  -0.30876  4.28712
H  -1.20129  0.46063  5.54344
H  1.03192  -0.14892  6.10401
H  2.61576  0.54084  5.68332
H  1.94143  -0.80636  4.72352
H  1.05058  -2.37198  -1.44573
H  1.93544  -2.93484  -3.68994
H  2.95209  -1.14744  -5.07923
H  3.10259  1.14810  -4.23004
H  2.69512  3.86867  -1.94153
H  2.23798  3.14285  -3.49596
H  3.83020  2.77105  -2.77035
Cl  0.04014  5.63228  -4.71761
C  -0.21916  4.55268  -3.37698
C  -0.56085  3.23356  -3.62056
C  -0.73952  2.40318  -2.53544
Cl  -1.13696  0.72110  -2.81193
C  -0.60932  2.80423  -1.20081
O  -0.78516  2.01146  -0.17992
C  -0.23978  4.14695  -1.02134
Cl  0.01712  4.70893  0.59632
C  -0.05395  5.01410  -2.08260
H  -0.68151  2.86200  -4.62820
H  0.22434  6.04173  -1.89652
C  -0.62258  -4.21763  2.96000
C  0.43528  -3.48463  2.44746
C  0.26582  -2.68980  1.32020
C  -0.97550  -2.60173  0.69332
C  -2.03172  -3.35780  1.20977
C  -1.85838  -4.15494  2.32681
N  -1.21414  -1.76580  -0.43336
C  -1.75690  -2.44685  -1.54721
C  -1.27039  -3.72595  -1.86677
C  -1.73140  -4.41388  -2.97400
C  -2.69023  -3.85215  -3.80807
C  -3.18761  -2.59829  -3.49725
C  -2.74038  -1.90517  -2.37933
H  -0.48748  -4.83661  3.83739
H  1.41033  -3.53627  2.91764
H  1.10433  -2.13473  0.92732
H  -2.99638  -3.30416  0.71858
H  -2.69455  -4.72471  2.71267
H  -0.52794  -4.18527  -1.22566
H  -1.33350  -5.39821  -3.18889
H  -3.04782  -4.38796  -4.67728
H  -3.95154  -2.14741  -4.11896
H  -3.17665  -0.95026  -2.14048
Br  -9.70772  -0.34087  -0.23510
C  -7.87733  0.12284  -0.38846
C  -6.91409  -0.76309  0.06419
C  -5.57595  -0.41783  -0.05257
C  -5.20695  0.79952  -0.61269
C  -6.19087  1.67113  -1.06512
C  -7.53090  1.33961  -0.95505
C  -3.76202  1.20112  -0.76681
O  -3.45282  2.24091  -1.30609
O  -2.94415  0.28737  -0.29797
H  -7.20418  -1.71043  0.49675
H  -4.81028  -1.10747  0.27783
H  -5.88614  2.61293  -1.50136
H  -8.29845  2.01538  -1.30541

Calculated values
HOMO (alpha / beta) = -7.346 / -7.418 eV
Total energy = -206532.369 eV
Energy relative to the best compared isomer or geometry (same formula, charge and spin) = 2.1 kcal/mol
2S+1 = 4
⟨S²⟩ = 3.923
Kohn-Sham gap (alpha / beta) = 6.61 / 7.24 eV
LUMO level (alpha / beta) = -0.027 / -0.006 Eh
Largest force on an atom = 0.34 eV Å⁻¹

# C47H39F5N3OPSeZr

C47H39F5N3OPSeZr as an isolated structure (ωB97M-V/def2-TZVPD, OMol25).

Element x y z (Å)
Zr  0.69139  0.61867  -0.82950
C  0.06912  2.20257  2.23221
N  0.68931  2.81288  1.05038
C  1.83468  3.62267  1.46039
C  -0.24658  3.56699  0.25031
C  -1.16959  4.44644  0.79305
C  -2.13815  5.03591  -0.00358
C  -2.20458  4.71250  -1.35048
C  -1.25905  3.87440  -1.91339
C  -0.22176  3.33939  -1.14110
N  0.80566  2.53388  -1.63888
C  1.44343  2.81270  -2.83790
C  1.21536  3.94077  -3.63661
C  1.89767  4.13441  -4.82543
C  2.83333  3.21154  -5.25232
C  3.14185  2.13496  -4.43245
C  2.48918  1.94351  -3.22634
N  2.89752  0.94415  -2.25795
C  3.63402  1.61415  -1.16159
C  3.78371  -0.07142  -2.82229
H  -0.32383  2.94096  2.94257
H  0.82518  1.61379  2.75091
H  -0.73702  1.53456  1.92965
H  1.56247  4.36748  2.21987
H  2.24342  4.14594  0.59631
H  2.60005  2.96735  1.88221
H  -1.14407  4.66715  1.85265
H  -2.85494  5.71693  0.43415
H  -2.99398  5.11541  -1.97113
H  -1.33122  3.59081  -2.95451
H  0.51468  4.69155  -3.30601
H  1.68222  5.01139  -5.42194
H  3.34542  3.33798  -6.19598
H  3.90787  1.44917  -4.76284
H  4.57625  2.03508  -1.53231
H  3.85820  0.87611  -0.38847
H  3.02868  2.41450  -0.74094
H  4.73450  0.36364  -3.15017
H  3.30707  -0.56999  -3.66433
H  4.00404  -0.81559  -2.06054
O  1.55514  0.26338  0.83351
C  2.57964  -0.42868  1.19120
C  2.44340  -0.96973  2.56653
C  3.51507  -0.94868  3.46153
C  3.41832  -1.58177  4.68324
C  2.27947  -2.31505  5.00227
C  1.21765  -2.35979  4.11879
C  1.26084  -1.65840  2.91455
P  -0.17963  -1.69279  1.75484
C  -1.54727  -1.23443  2.89611
C  -2.85804  -1.58872  2.57416
C  -3.91764  -1.21790  3.38725
C  -3.69441  -0.43930  4.51276
C  -2.40500  -0.02465  4.80827
C  -1.34060  -0.42472  4.01392
C  -0.31271  -3.54142  1.69692
C  -1.37501  -4.32780  2.13328
C  -1.40129  -5.68996  1.85978
C  -0.37757  -6.28610  1.14272
C  0.71645  -5.52428  0.75698
C  0.75254  -4.17161  1.04662
H  4.40507  -0.39130  3.19528
H  4.23760  -1.53245  5.38832
H  2.22356  -2.84304  5.94531
H  0.33549  -2.93926  4.36268
H  -3.06242  -2.14602  1.67230
H  -4.92086  -1.54622  3.14622
H  -4.52133  -0.15123  5.14879
H  -2.21728  0.61706  5.66028
H  -0.33982  -0.10434  4.27518
H  -2.18414  -3.88906  2.69964
H  -2.24335  -6.28424  2.19256
H  -0.42717  -7.33792  0.89279
H  1.53001  -5.97256  0.20136
H  1.61692  -3.59340  0.75313
C  -4.31623  -0.31914  -0.47573
C  -3.41213  -1.30996  -0.82777
C  -2.04895  -1.04694  -0.82598
C  -1.50540  0.21658  -0.51960
C  -2.46085  1.18009  -0.15380
C  -3.82728  0.92402  -0.11599
H  -5.38107  -0.51566  -0.46767
H  -3.76449  -2.30192  -1.08896
H  -1.39976  -1.88774  -1.04944
H  -2.15268  2.17602  0.12647
H  -4.50474  1.71152  0.19206
F  -3.17438  -2.64153  -5.27649
C  -2.06514  -2.46135  -4.56458
C  -1.32761  -3.56107  -4.14126
F  -1.72252  -4.78011  -4.50266
C  -0.20835  -3.38886  -3.35042
F  0.47767  -4.45675  -2.94180
C  0.18488  -2.12561  -2.90715
Se  1.47433  -1.86391  -1.56999
C  -0.53040  -1.05671  -3.42368
F  -0.13520  0.20424  -3.05360
C  -1.64371  -1.18877  -4.22372
F  -2.30910  -0.11535  -4.64297

Calculated values
HOMO = -7.430 eV
Total energy = -145391.376 eV
Energy relative to the best compared isomer or geometry (same formula, charge and spin) = 43.3 kcal/mol
Kohn-Sham gap = 7.31 eV
LUMO level = -0.004 Eh
Largest force on an atom = 2.48 eV Å⁻¹

# C47H39N2P2SiV

C47H39N2P2SiV as an isolated structure (ωB97M-V/def2-TZVPD, OMol25).

Element x y z (Å)
V  -0.26671  -0.00570  -0.03395
C  2.98868  -2.38621  -0.67795
Si  2.18380  -0.76370  -0.14235
C  3.02933  -0.37373  1.52305
C  4.40734  -0.51242  1.74869
C  4.98461  -0.17806  2.95991
C  4.19675  0.31311  4.00004
C  2.83470  0.44374  3.81778
C  2.25734  0.08744  2.59563
P  0.46012  0.20461  2.35749
C  0.04807  1.86416  2.99617
C  0.73908  2.93517  2.42507
C  0.39435  4.24101  2.73719
C  -0.64638  4.49415  3.62357
C  -1.32846  3.43443  4.20164
C  -0.98481  2.12365  3.88904
C  -0.30153  -1.02346  3.45694
C  -1.69360  -1.07341  3.55009
C  -2.31853  -2.04379  4.31578
C  -1.55574  -2.99156  4.98688
C  -0.17406  -2.95986  4.89022
C  0.45368  -1.97930  4.13142
C  2.73527  0.62140  -1.34782
C  3.95702  1.29863  -1.27161
C  4.30381  2.28991  -2.17594
C  3.42806  2.63945  -3.19600
C  2.20605  1.99684  -3.30003
C  1.85811  1.00285  -2.38582
P  0.23533  0.15965  -2.44752
C  0.49980  -1.42693  -3.29259
C  1.72462  -1.76494  -3.85813
C  1.88583  -2.98912  -4.49594
C  0.82547  -3.87840  -4.57155
C  -0.40339  -3.54289  -4.01441
C  -0.56530  -2.32277  -3.37900
C  -0.77247  1.08191  -3.65213
C  -0.59435  0.92874  -5.02783
C  -1.36626  1.65405  -5.92050
C  -2.32974  2.53944  -5.45179
C  -2.52137  2.69212  -4.08699
C  -1.74641  1.96261  -3.19536
H  4.03814  -2.25760  -0.95736
H  2.48002  -2.84421  -1.52762
H  2.95701  -3.09345  0.15543
H  5.04130  -0.89323  0.95484
H  6.05216  -0.29095  3.10067
H  4.64762  0.58407  4.94570
H  2.21751  0.81810  4.62742
H  1.56364  2.75467  1.74169
H  0.94592  5.05956  2.29295
H  -0.91223  5.51259  3.87466
H  -2.12717  3.61974  4.90840
H  -1.52273  1.31093  4.36098
H  -2.29946  -0.33752  3.03352
H  -3.39861  -2.06015  4.38812
H  -2.03833  -3.75317  5.58540
H  0.42738  -3.69688  5.40580
H  1.53255  -1.97075  4.05576
H  4.65287  1.05313  -0.47708
H  5.25706  2.79564  -2.08689
H  3.69367  3.41506  -3.90246
H  1.51632  2.28249  -4.08374
H  2.55991  -1.07798  -3.79492
H  2.84258  -3.24585  -4.93149
H  0.95248  -4.83173  -5.06757
H  -1.23592  -4.23155  -4.08064
H  -1.53176  -2.06293  -2.95876
H  0.14621  0.23305  -5.40485
H  -1.21808  1.52827  -6.98504
H  -2.93169  3.10441  -6.15128
H  -3.27406  3.37383  -3.71269
H  -1.90747  2.07977  -2.13032
C  -2.12067  -3.89983  0.01971
C  -3.44819  -3.60311  0.27099
C  -3.83363  -2.27815  0.40758
C  -2.87039  -1.28887  0.30476
N  -1.58233  -1.58413  0.05940
C  -1.21401  -2.86081  -0.09299
C  -3.16686  0.16782  0.46557
C  -4.44191  0.64708  0.71828
C  -4.63162  2.01027  0.88134
C  -3.53906  2.85620  0.79219
C  -2.29882  2.30517  0.53280
N  -2.10524  0.99271  0.36364
H  -1.77651  -4.91753  -0.09795
H  -4.18314  -4.39182  0.35984
H  -4.86571  -2.02812  0.60040
H  -0.16498  -3.02442  -0.30464
H  -5.28141  -0.02743  0.79156
H  -5.62031  2.40142  1.07994
H  -3.63479  3.92450  0.92246
H  -1.41537  2.92885  0.46512

Calculated values
HOMO (alpha / beta) = -9.690 / -9.401 eV
Total energy = -104492.728 eV
2S+1 = 4
⟨S²⟩ = 3.779
Kohn-Sham gap (alpha / beta) = 6.74 / 6.18 eV
LUMO level (alpha / beta) = -0.109 / -0.118 Eh
Total charge = +1
Largest force on an atom = 0.80 eV Å⁻¹

# C47H40BrF5N6O9Sn

C47H40BrF5N6O9Sn as an isolated structure (ωB97M-V/def2-TZVPD, OMol25).

Element x y z (Å)
Sn  0.04560  0.96336  -1.56451
C  4.60150  -3.17544  -1.64121
C  5.20980  -2.03434  -2.14281
C  4.63410  -0.79774  -1.94311
C  3.41910  -0.68444  -1.25281
C  2.80640  -1.84024  -0.76671
C  3.39940  -3.07114  -0.95891
N  2.77160  0.53286  -1.14781
N  3.51780  1.54806  -1.27601
C  2.93380  2.76876  -1.46901
C  3.80560  3.87096  -1.44531
C  3.34560  5.11456  -1.81031
C  2.01350  5.27816  -2.17731
C  1.14130  4.20216  -2.13311
C  1.57890  2.92836  -1.81001
H  5.05200  -4.14684  -1.79961
H  6.12840  -2.11274  -2.71041
H  5.07930  0.09836  -2.34991
H  1.84860  -1.77064  -0.28111
H  2.90250  -3.96074  -0.60251
H  4.83010  3.71626  -1.13261
H  4.01840  5.96376  -1.80831
H  1.66840  6.25376  -2.49891
H  0.10070  4.34616  -2.38211
Br  -5.76520  -1.04524  -1.24611
C  -5.27250  0.65376  -0.52401
C  -6.07870  1.21926  0.45209
N  -5.81540  2.39636  0.99219
C  -4.74470  3.04846  0.55959
C  -3.88950  2.56896  -0.42401
C  -4.15200  1.32256  -0.97381
C  -2.65990  3.40376  -0.85261
O  -2.70380  4.60176  -0.58571
O  -1.73900  2.75436  -1.38771
H  -6.96550  0.70996  0.80699
H  -4.54160  4.01306  1.00649
H  -3.49010  0.91706  -1.72491
C  2.40630  -2.42774  6.60639
O  2.08070  -2.22334  5.25979
C  2.78070  -1.25604  4.55689
C  3.84430  -0.53334  5.05909
C  4.47470  0.42556  4.26989
C  4.02110  0.66926  2.98559
C  2.94860  -0.03934  2.47049
C  2.31990  -1.02164  3.23959
N  1.26980  -1.78674  2.79249
C  0.42660  -1.51524  1.77209
C  -0.59660  -2.33504  1.35129
C  -0.80770  -3.66044  1.82589
C  -1.78670  -4.44564  1.30449
C  -2.60100  -3.95834  0.25669
C  -2.45120  -2.69544  -0.22381
C  -1.49120  -1.78494  0.32729
O  -1.46840  -0.57254  0.02489
H  3.45790  -2.70684  6.73309
H  1.77350  -3.24984  6.94129
H  2.19570  -1.53654  7.21049
H  4.20600  -0.70084  6.06299
H  5.31680  0.97246  4.67199
H  4.50850  1.40946  2.36869
H  2.59820  0.16696  1.47229
H  1.07980  -2.60924  3.35079
H  0.53650  -0.56384  1.27699
H  -0.14700  -4.05984  2.58899
H  -1.92100  -5.46034  1.65699
H  -3.34630  -4.61654  -0.16891
H  -3.06120  -2.33414  -1.03951
O  0.60880  1.61046  1.10679
C  -0.06500  1.89036  2.08399
C  -1.52240  2.24276  1.99409
C  -2.46780  1.37286  2.82089
C  -2.51060  1.72336  4.30539
C  -1.20510  1.41496  5.02969
C  -0.05280  2.30386  4.55149
N  0.52150  1.86976  3.30319
H  -1.77230  2.12956  0.94319
H  -1.66470  3.29296  2.25669
H  -2.20140  0.32206  2.69389
H  -3.46920  1.51606  2.40849
H  -3.31790  1.15476  4.77529
H  -2.73850  2.78676  4.42379
H  -0.94400  0.36656  4.87669
H  -1.34980  1.57246  6.10149
H  0.74750  2.29176  5.29509
H  -0.41340  3.33676  4.45699
H  1.49380  1.58436  3.29619
O  0.20750  -3.55824  -2.56731
C  -0.20760  -2.42864  -2.80881
O  0.24380  -1.34794  -2.35451
C  -1.42040  -2.29704  -3.74641
C  -2.28830  -1.21954  -3.62471
C  -3.40220  -1.10624  -4.44081
C  -3.66740  -2.07134  -5.39041
C  -2.79830  -3.15654  -5.51821
C  -1.67490  -3.26954  -4.69831
N  -3.08210  -4.16564  -6.48041
O  -2.30740  -5.10504  -6.60011
O  -4.11170  -4.07514  -7.14401
H  -2.05430  -0.45994  -2.88861
H  -4.06840  -0.26164  -4.34661
H  -4.54160  -2.00474  -6.02141
H  -0.99790  -4.10564  -4.79931
F  -0.07200  -0.08154  -5.75261
C  0.01350  1.31426  -5.58221
F  -0.56090  1.52116  -4.30621
C  1.48030  1.63476  -5.42591
F  2.19090  1.24576  -6.51261
F  2.16150  1.13756  -4.35601
F  1.67890  2.97376  -5.35681

Calculated values
HOMO = -1.109 eV
Total energy = -166215.490 eV
Energy relative to the best compared isomer or geometry (same formula, charge and spin) = 4.6 kcal/mol
Kohn-Sham gap = 4.07 eV
LUMO level = 0.109 Eh
Total charge = -2
Largest force on an atom = 2.29 eV Å⁻¹